# 1
Molecular formula: C21H34CrN5O3S3Se
Method: DFT, ωB97M-V/def2-TZVPD

Geometry as XYZ:
```
68
Properties=species:S:1:pos:R:3
Cr -0.16 0.12 0.92
C -4.15 1.36 -0.07
C -3.79 2.18 1.17
S -2.21 1.83 1.99
C -2.66 0.75 3.37
C -3.05 -0.68 3.04
S -1.93 -1.55 1.89
C -3.10 -2.34 0.76
C -3.73 -1.47 -0.32
S -4.95 -0.24 0.23
H -3.28 1.19 -0.71
H -4.87 1.94 -0.65
H -4.58 2.12 1.92
H -3.71 3.23 0.88
H -3.48 1.22 3.92
H -1.79 0.77 4.02
H -4.04 -0.70 2.58
H -3.09 -1.26 3.96
H -3.85 -2.83 1.38
H -2.51 -3.12 0.28
H -4.26 -2.13 -1.00
H -2.97 -0.95 -0.89
C 2.77 2.37 -1.32
C 1.53 1.75 -0.76
N 1.50 1.21 0.41
O 2.73 1.16 1.08
C 0.31 1.60 -1.54
C 0.05 2.20 -2.88
N -0.53 0.73 -1.03
O -1.53 0.33 -1.74
H 3.51 1.58 -1.47
H 3.21 3.06 -0.60
H 2.59 2.87 -2.26
H 2.86 0.21 1.22
H 0.64 3.11 -3.04
H -1.00 2.45 -2.97
H 0.28 1.50 -3.69
C 0.88 -0.36 5.61
N 1.25 0.83 4.86
C 1.94 1.88 5.58
C 0.98 0.95 3.57
O 0.38 0.07 2.91
H 1.77 -0.80 6.06
H 0.43 -1.09 4.94
H 0.18 -0.10 6.40
H 2.87 1.50 6.00
H 1.31 2.25 6.39
H 2.16 2.71 4.91
H 1.31 1.88 3.11
C 3.82 -2.62 -1.90
N 2.52 -2.16 -2.36
C 1.42 -1.99 -1.60
Se 1.29 -2.23 0.24
N 0.41 -1.63 -2.42
C 0.87 -1.55 -3.73
C 0.24 -1.21 -4.91
C 1.01 -1.24 -6.06
C 2.36 -1.60 -6.03
C 2.99 -1.94 -4.84
C 2.21 -1.90 -3.69
H 3.76 -2.79 -0.83
H 4.57 -1.87 -2.12
H 4.08 -3.55 -2.40
H -0.47 -1.23 -2.10
H -0.81 -0.93 -4.93
H 0.56 -0.99 -7.01
H 2.93 -1.62 -6.95
H 4.03 -2.23 -4.81
```

The calculation puts the HOMO energy (alpha / beta) at -9.6 / -10.5 eV. The energy is -5960.39156 hartree. The calculation puts the LUMO energy (alpha / beta) at -2.4 / -2.7 eV. As for the strongest force on any atom: 0.0054 Eh/bohr. As for the energy above the lowest of the compared OMol25 structures with the same formula, charge and spin: 4.8 kJ/mol. The charge is +1. For the orbital gap (alpha / beta), the calculation gives 7.28 / 7.78 eV. The multiplicity is 5.



# 2
Molecular formula: C21H34KNO12P2S
Method: DFT, ωB97M-V/def2-TZVPD

Geometry as XYZ:
```
72
Properties=species:S:1:pos:R:3
K -2.70 0.22 -1.37
C 3.15 2.31 2.60
C 1.81 2.40 1.89
C 0.88 3.43 2.51
O 1.19 1.11 1.97
P 0.36 0.61 0.66
O -0.57 1.67 0.20
C 1.60 0.06 -0.50
P 0.78 -0.16 -2.24
O -0.43 -0.83 -1.66
O 2.15 -0.96 -2.67
C 2.30 -1.89 -3.75
C 1.44 -3.12 -3.53
C 3.79 -2.23 -3.78
O 0.80 1.45 -2.45
C 1.93 2.19 -2.87
C 2.30 1.92 -4.32
C 1.55 3.65 -2.66
O -0.45 -0.61 1.25
C -0.19 -1.60 2.25
C 1.21 -2.19 2.15
C -0.48 -1.03 3.63
H 3.67 3.27 2.57
H 3.78 1.55 2.12
H 3.00 2.02 3.64
H 1.97 2.65 0.84
H 0.70 3.19 3.56
H -0.07 3.43 1.97
H 1.33 4.43 2.44
H 1.98 -0.90 -0.15
H 2.42 0.78 -0.50
H 2.01 -1.41 -4.68
H 1.70 -3.60 -2.58
H 1.59 -3.83 -4.34
H 0.39 -2.83 -3.50
H 4.09 -2.70 -2.84
H 4.38 -1.33 -3.91
H 4.00 -2.92 -4.60
H 2.78 1.93 -2.23
H 1.43 2.07 -4.96
H 2.64 0.89 -4.45
H 3.11 2.60 -4.61
H 0.70 3.88 -3.29
H 2.39 4.31 -2.92
H 1.27 3.82 -1.62
H -0.92 -2.38 2.02
H 1.97 -1.42 2.33
H 1.37 -2.62 1.16
H 1.32 -2.98 2.89
H 0.23 -0.25 3.88
H -0.43 -1.83 4.38
H -1.49 -0.61 3.65
O -5.58 0.66 0.75
C -5.05 -0.32 1.26
N -4.37 -1.31 0.63
C -3.89 -2.18 1.56
O -3.21 -3.18 1.39
C -4.32 -1.72 2.95
C -4.10 -2.24 4.21
C -4.64 -1.55 5.29
C -5.38 -0.39 5.10
C -5.59 0.12 3.82
C -5.05 -0.57 2.76
H -3.52 -3.14 4.34
H -4.49 -1.93 6.30
H -5.79 0.13 5.96
H -6.16 1.04 3.66
O -0.93 -0.56 -5.98
S -0.98 0.22 -4.75
O -2.19 -0.04 -3.96
O -0.76 1.65 -4.95
O 0.27 -0.34 -3.94
```

The calculation puts the HOMO energy at -2.8 eV. The energy is -3459.46897 hartree. The calculation puts the LUMO energy at 4.2 eV. As for the strongest force on any atom: 0.0070 Eh/bohr. As for the energy above the lowest of the compared OMol25 structures with the same formula, charge and spin: 55.6 kJ/mol. The charge is -2. For the orbital gap, the calculation gives 7.04 eV. The multiplicity is 1.



# 3
Molecular formula: C21H34N3O3PSn
Method: DFT, ωB97M-V/def2-TZVPD

Geometry as XYZ:
```
63
Properties=species:S:1:pos:R:3
C 1.60 -0.03 -4.44
C 2.39 -0.27 -3.33
C 1.94 0.00 -2.03
C 0.65 0.49 -1.84
C -0.14 0.82 -2.96
C 0.34 0.52 -4.24
C 2.84 -0.32 -0.85
C 3.37 0.85 0.02
N 2.49 2.02 0.15
Sn -0.28 0.62 0.10
C -1.47 1.54 -2.79
P -1.41 2.82 -1.43
H 3.39 -0.68 -3.45
H -0.29 0.74 -5.10
H 1.97 -0.25 -5.45
H -2.31 0.89 -2.52
H -1.75 2.10 -3.70
H 2.33 -1.07 -0.22
H 3.73 -0.80 -1.26
H 3.48 0.44 1.03
C -3.20 3.19 -1.25
C -0.72 4.20 -2.40
H 4.36 1.18 -0.38
C 2.60 2.99 -0.93
C 2.58 2.68 1.46
H -2.11 0.51 0.22
H 3.60 3.48 -0.98
H 2.40 2.48 -1.88
H 1.82 3.75 -0.81
H 3.58 3.13 1.67
H 1.82 3.47 1.52
H 2.35 1.92 2.23
H -1.46 4.52 -3.15
H -0.53 4.99 -1.65
H 0.23 3.91 -2.88
H -3.59 3.66 -2.16
H -3.77 2.28 -1.00
H -3.28 3.90 -0.41
H -0.90 2.29 0.40
C -1.81 -5.34 2.55
C -1.09 -4.35 1.65
C -0.88 -2.97 2.25
C -2.23 -2.32 2.67
C -3.29 -2.25 1.59
C 0.12 -2.93 3.41
O 0.50 -3.86 4.07
N 0.59 -1.64 3.72
C 0.51 -0.50 2.92
O 0.88 0.60 3.34
N 0.07 -0.78 1.64
C -0.22 -2.05 1.21
O -0.03 -2.39 0.02
H -1.23 -5.43 3.48
H -1.76 -6.32 2.07
H -2.85 -5.09 2.80
H -0.08 -4.74 1.46
H -1.60 -4.22 0.68
H -2.58 -2.90 3.54
H -1.98 -1.31 3.02
H -3.61 -3.23 1.23
H -4.15 -1.73 2.03
H -2.98 -1.66 0.73
H 1.05 -1.49 4.60
```

The calculation puts the HOMO energy (alpha / beta) at -14.9 / -14.9 eV. The energy is -1765.53800 hartree. The calculation puts the LUMO energy (alpha / beta) at -9.3 / -10.3 eV. As for the strongest force on any atom: 0.0673 Eh/bohr. As for the energy above the lowest of the compared OMol25 structures with the same formula, charge and spin: 15.8 kJ/mol. The charge is +2. For the orbital gap (alpha / beta), the calculation gives 5.55 / 4.53 eV. The multiplicity is 1.



# 4
Molecular formula: C21H34N5O4RuS
Method: DFT, ωB97M-V/def2-TZVPD

Geometry as XYZ:
```
66
Properties=species:S:1:pos:R:3
Ru 0.12 0.00 -0.08
N 1.72 -1.31 1.24
C 1.95 -0.78 2.59
C 2.26 0.72 2.59
C 1.02 1.62 2.70
N 0.35 1.84 1.42
H 1.39 -2.28 1.30
H 2.60 -1.32 0.73
H 2.80 -1.31 3.06
H 1.06 -0.98 3.20
H 2.83 0.98 1.70
H 2.89 0.94 3.45
H 1.32 2.58 3.13
H 0.30 1.16 3.39
H 0.79 2.59 0.89
H -0.63 2.10 1.57
O -3.45 1.20 -1.31
N -2.33 0.88 -1.09
O -1.99 -0.34 -1.09
O -1.43 1.69 -0.82
O -1.47 -0.34 1.78
S -1.74 -1.64 1.11
C -1.52 -2.89 2.41
C -1.19 -4.18 2.04
C -1.03 -5.14 3.03
C -1.19 -4.79 4.36
C -1.52 -3.49 4.71
C -1.68 -2.52 3.73
C -3.52 -1.75 0.90
C -4.05 -2.79 0.15
C -5.42 -2.91 0.06
C -6.24 -1.97 0.68
C -5.70 -0.93 1.42
C -4.32 -0.79 1.51
H -1.06 -4.43 1.00
H -0.78 -6.15 2.75
H -1.06 -5.53 5.13
H -1.66 -3.22 5.75
H -1.93 -1.50 3.98
H -3.40 -3.48 -0.36
H -5.85 -3.72 -0.51
H -7.31 -2.04 0.56
H -6.33 -0.22 1.92
H -3.87 0.02 2.06
C 0.64 -0.45 -5.42
C 1.97 -0.80 -4.75
N 2.46 0.27 -3.89
C 3.44 1.17 -4.46
C 2.86 2.49 -4.97
C 1.97 0.43 -2.66
C 2.41 1.59 -1.81
N 1.11 -0.36 -2.08
H 0.32 -1.29 -6.04
H 0.75 0.42 -6.07
H -0.14 -0.24 -4.69
H 2.72 -0.98 -5.52
H 1.88 -1.72 -4.17
H 3.92 0.66 -5.30
H 4.22 1.38 -3.72
H 2.15 2.32 -5.77
H 3.68 3.10 -5.36
H 2.37 3.06 -4.18
H 3.46 1.84 -1.92
H 2.19 1.35 -0.76
H 1.82 2.47 -2.07
H 0.75 -1.12 -2.66
```

The calculation puts the HOMO energy (alpha / beta) at -14.3 / -14.3 eV. The energy is -1887.68496 hartree. The calculation puts the LUMO energy (alpha / beta) at -8.9 / -8.2 eV. As for the strongest force on any atom: 0.0781 Eh/bohr. As for the energy above the lowest of the compared OMol25 structures with the same formula, charge and spin: 5.6 kJ/mol. The charge is +2. For the orbital gap (alpha / beta), the calculation gives 5.40 / 6.10 eV. The multiplicity is 2.



# 5
Molecular formula: C21H34N7O4
Method: DFT, ωB97M-V/def2-TZVPD

Geometry as XYZ:
```
66
Properties=species:S:1:pos:R:3
C 4.67 -1.46 0.85
C 3.35 -0.80 0.54
C 2.14 -1.61 0.93
C 3.28 0.46 -0.02
C 2.75 0.74 -1.42
C 1.48 1.61 -1.36
C 0.72 1.80 -2.69
C 0.54 0.47 -3.43
C -0.60 2.60 -2.58
C -1.16 2.80 -1.17
N -1.72 1.59 -0.59
C -2.93 1.06 -0.76
N -3.29 -0.06 -0.11
C -4.54 -0.29 -0.47
C -5.43 -1.40 -0.01
O -4.77 -2.62 0.13
C -3.98 -2.79 1.26
C -3.27 -3.99 1.30
C -2.47 -4.29 2.39
C -2.36 -3.40 3.45
C -3.07 -2.20 3.42
C -3.87 -1.91 2.32
N -4.94 0.64 -1.34
N -3.93 1.53 -1.55
C -4.09 2.65 -2.48
O -5.42 2.67 -2.92
N -6.22 3.40 -1.94
O -7.32 3.08 -2.01
H 5.49 -0.86 0.47
H 4.61 -2.44 0.38
H 4.80 -1.65 1.92
H 2.17 -1.76 2.00
H 1.20 -1.11 0.67
H 2.15 -2.61 0.48
H 3.58 1.31 0.59
H 2.58 -0.23 -1.87
H 3.57 1.26 -1.89
H 0.86 1.23 -0.55
H 1.81 2.61 -1.04
H 1.39 2.38 -3.33
H 1.52 0.12 -3.74
H -0.01 0.64 -4.36
H 0.06 -0.29 -2.81
H -0.44 3.60 -3.00
H -1.34 2.12 -3.23
H -0.41 3.16 -0.48
H -1.90 3.60 -1.21
H -1.12 1.07 0.03
H -6.18 -1.54 -0.78
H -5.99 -1.09 0.88
H -3.35 -4.70 0.49
H -1.91 -5.21 2.40
H -1.74 -3.60 4.31
H -3.02 -1.49 4.23
H -4.42 -0.97 2.34
H -5.86 0.63 -1.76
H -3.92 3.59 -1.96
H -3.47 2.54 -3.36
C 7.71 0.01 2.95
O 6.54 0.22 2.70
N 8.51 -0.74 2.13
N 8.33 0.51 4.06
H 9.48 -0.92 2.31
H 8.09 -1.12 1.30
H 7.78 1.07 4.68
H 9.30 0.35 4.28
```

The calculation puts the HOMO energy at -8.7 eV. The energy is -1504.44072 hartree. The calculation puts the LUMO energy at -3.8 eV. As for the strongest force on any atom: 0.0482 Eh/bohr. The charge is +1. For the orbital gap, the calculation gives 4.94 eV. The multiplicity is 1.



# 6
Molecular formula: C21H35AgAsN4O3S3Si2
Method: DFT, ωB97M-V/def2-TZVPD

Geometry as XYZ:
```
70
Properties=species:S:1:pos:R:3
Ag -1.07 -0.95 0.16
N -2.11 1.75 1.96
C -3.10 1.23 1.30
N -3.08 0.03 0.68
C -4.27 -0.24 0.05
C -5.25 0.69 0.12
S -4.68 2.04 1.06
C -4.43 -1.52 -0.65
C -5.61 -2.05 -1.07
S -5.32 -3.55 -1.88
C -3.62 -3.32 -1.64
N -3.30 -2.25 -0.98
N -2.70 -4.24 -2.07
H -0.57 1.55 0.51
H -2.37 2.67 2.32
H -6.22 0.66 -0.33
H -6.60 -1.67 -0.92
H -2.94 -4.76 -2.90
H -1.74 -3.89 -2.00
O 1.19 -2.83 2.78
C 1.58 -1.88 2.09
O 0.88 -1.00 1.52
C 3.07 -1.81 1.78
C 3.51 -1.19 0.62
C 4.86 -1.15 0.31
C 5.79 -1.71 1.18
C 5.36 -2.32 2.35
C 4.00 -2.38 2.64
H 2.77 -0.73 -0.03
H 5.20 -0.67 -0.61
H 6.85 -1.67 0.95
H 6.08 -2.76 3.03
H 3.63 -2.88 3.53
C 0.73 4.02 1.78
Si 1.82 2.94 0.70
C 2.95 1.98 1.83
C 2.84 4.00 -0.47
As 0.51 1.47 -0.59
Si -0.72 2.91 -1.95
C 0.22 3.22 -3.54
C -1.20 4.58 -1.22
C -2.31 1.97 -2.31
H 1.38 4.60 2.45
H 0.09 3.38 2.39
H 0.10 4.70 1.22
H 3.36 2.68 2.57
H 3.78 1.51 1.30
H 2.41 1.19 2.35
H 3.55 4.61 0.10
H 2.21 4.68 -1.05
H 3.40 3.39 -1.17
H 1.14 3.79 -3.36
H -0.39 3.79 -4.25
H 0.51 2.28 -4.02
H -0.34 5.22 -1.03
H -1.76 4.45 -0.29
H -1.85 5.08 -1.94
H -2.10 0.97 -2.68
H -2.91 2.50 -3.06
H -2.91 1.87 -1.40
C 0.90 -5.24 -0.46
S 0.40 -3.57 -0.02
C -0.90 -4.06 1.12
O -0.30 -3.03 -1.26
H 0.04 -5.82 -0.81
H 1.34 -5.70 0.43
H 1.64 -5.16 -1.24
H -0.43 -4.58 1.94
H -1.64 -4.65 0.58
H -1.35 -3.15 1.52
```

The calculation puts the HOMO energy at -3.9 eV. The energy is -5422.40836 hartree. The calculation puts the LUMO energy at 2.3 eV. As for the strongest force on any atom: 0.0107 Eh/bohr. As for the energy above the lowest of the compared OMol25 structures with the same formula, charge and spin: 116.9 kJ/mol. The charge is -1. For the orbital gap, the calculation gives 6.20 eV. The multiplicity is 1.



# 7
Molecular formula: C21H35BMnO2P2
Method: DFT, ωB97M-V/def2-TZVPD

Geometry as XYZ:
```
62
Properties=species:S:1:pos:R:3
P -3.42 0.68 -0.38
P -1.83 -2.33 -1.88
C -4.01 -0.44 -1.72
C -3.61 -1.93 -1.57
H -3.61 0.00 -2.65
H -5.12 -0.38 -1.78
H -3.80 -2.27 -0.52
H -4.24 -2.53 -2.26
C -1.59 -2.39 -3.70
H -0.52 -2.38 -3.92
H -2.05 -1.54 -4.19
H -2.01 -3.32 -4.09
C -1.58 -4.11 -1.48
H -1.91 -4.76 -2.32
H -2.10 -4.41 -0.58
H -0.51 -4.30 -1.34
C -4.00 2.33 -0.78
H -3.52 3.06 -0.12
H -5.10 2.43 -0.69
H -3.72 2.57 -1.83
C -4.12 0.04 1.17
H -3.76 -0.98 1.36
H -5.22 0.03 1.16
H -3.78 0.68 1.99
Mn -0.42 3.75 1.28
C 1.88 -0.62 0.41
C 1.70 -0.25 -0.87
C 0.51 -0.56 -1.76
C -0.65 0.43 -1.63
C -1.55 0.15 -0.37
C -1.37 -0.89 0.63
C -0.38 -1.94 0.81
C 1.05 -1.48 1.30
C 0.96 2.55 2.73
H 2.81 -0.24 0.91
H 2.46 0.34 -1.35
H 0.14 -1.56 -1.47
H 0.84 -0.68 -2.81
H -0.26 1.46 -1.52
H -1.22 0.50 -2.57
H -1.39 1.13 0.19
H -1.76 -0.52 1.61
H -0.28 -2.63 -0.05
H -0.83 -2.63 1.58
H 0.97 -1.00 2.27
H 1.66 -2.38 1.49
H 0.79 2.23 3.75
H 0.25 1.97 2.10
H 0.70 3.66 2.73
O 3.10 3.04 1.48
B 2.43 2.25 2.41
O 3.25 1.20 2.89
C 4.40 1.27 2.09
C 5.63 0.67 2.35
C 6.78 1.36 1.95
C 6.71 2.50 1.17
C 5.46 3.03 0.81
C 4.31 2.42 1.27
H 5.68 -0.25 2.93
H 7.76 0.99 2.28
H 7.61 3.02 0.85
H 5.37 3.98 0.28
```

The calculation puts the HOMO energy (alpha / beta) at -4.7 / -4.6 eV. The energy is -2829.92621 hartree. The calculation puts the LUMO energy (alpha / beta) at 0.5 / -0.4 eV. As for the strongest force on any atom: 0.0807 Eh/bohr. As for the energy above the lowest of the compared OMol25 structures with the same formula, charge and spin: 41.3 kJ/mol. The charge is 0. For the orbital gap (alpha / beta), the calculation gives 5.22 / 4.22 eV. The multiplicity is 6.